Arrangement 1

{
  "formula": "C3H11NO",
  "method": "ωB97M-V/def2-TZVPD",
  "gap_ha": 0.3580,
  "e_lumo_ev": 0.9,
  "multiplicity": 1,
  "species": ["C", "C", "N", "C", "H", "H", "H", "H", "H", "H", "H", "H", "H", "H", "H", "O"],
  "coordinates": [[0.218, 0.856, -2.137], [-0.232, -0.097, -1.028], [-1.473, 0.361, -0.421], [-1.843, -0.455, 0.765], [1.201, 0.577, -2.484], [-0.469, 0.789, -2.996], [-0.020, 1.887, -1.868], [-0.471, -1.049, -1.508], [0.649, -0.226, -0.385], [-1.304, 1.284, -0.042], [-1.233, -1.365, 0.796], [-2.864, -0.816, 0.631], [-1.620, 0.004, 1.724], [3.058, -1.341, 3.248], [3.524, 0.135, 2.956], [2.879, -0.543, 2.748]],
  "nbo_charge": [-0.619, -0.220, -0.619, -0.427, 0.213, 0.205, 0.205, 0.182, 0.165, 0.342, 0.187, 0.195, 0.190, 0.474, 0.474, -0.948]
}

Arrangement 2

{
  "formula": "C3H11NO",
  "method": "ωB97M-V/def2-TZVPD",
  "gap_ha": 0.3777,
  "e_lumo_ev": 0.9,
  "multiplicity": 1,
  "species": ["N", "C", "C", "C", "H", "H", "H", "H", "H", "H", "H", "H", "H", "O", "H", "H"],
  "coordinates": [[0.982, -0.601, 0.884], [0.000, 0.000, 0.000], [0.497, -0.617, 2.275], [1.279, -1.979, 0.417], [-0.330, 0.990, 0.358], [-0.892, -0.610, -0.220], [0.572, 0.137, -0.933], [1.384, -1.006, 2.802], [-0.343, -1.314, 2.437], [0.231, 0.362, 2.708], [1.337, -2.021, -0.684], [0.663, -2.824, 0.769], [2.297, -2.091, 0.827], [3.088, 0.290, -0.143], [2.213, -0.023, 0.178], [3.143, -0.032, -1.071]],
  "nbo_charge": [-0.464, -0.418, -0.412, -0.440, 0.208, 0.177, 0.197, 0.206, 0.176, 0.212, 0.206, 0.193, 0.220, -0.979, 0.470, 0.447]
}

Most stable structure among those shown: arrangement 1.